5 unconnected molecules or ions with the total composition C11H15F3N2O13 in a non-equilibrium geometry. Source: the Open Molecules 2025 dataset; level of theory: the ωB97M-V functional and the def2-TZVPD basis.

ORCA input file:
```
! wB97M-V def2-TZVPD RIJCOSX def2/J DEFGRID3
* xyz 0 1
H 1.317 3.711 -0.243
H -0.026 -2.135 -3.873
O 3.223 1.691 -1.270
N -4.246 -0.522 0.488
F 0.358 -1.082 3.310
O -0.843 1.767 0.467
H 1.041 0.725 3.632
O -2.522 0.680 -3.120
H -1.936 -3.572 -3.273
H 2.372 -1.174 1.879
O 1.143 1.605 -0.643
O 1.694 0.378 -2.424
H -4.949 -0.359 -1.561
O -3.398 -0.147 1.299
N -0.258 0.721 0.708
H -4.226 1.072 -0.858
C 1.636 2.732 0.115
C -2.055 -0.423 -3.010
C -0.410 -2.019 -2.859
O -5.292 -1.115 0.751
H -3.178 -0.193 -1.325
O 4.403 -0.753 5.154
C 1.390 -0.306 3.563
C -1.824 -2.628 -2.740
O 2.196 -0.968 4.519
H 0.294 -2.491 -2.174
C 2.320 -0.224 2.411
O 0.379 0.453 1.723
C -4.162 -0.016 -0.890
C 2.023 1.193 -1.579
C -0.448 -0.292 -0.347
H 0.131 -1.205 -0.206
C 3.501 -0.528 4.325
H 2.119 0.679 1.836
H 3.719 3.338 -0.058
H -1.506 -0.551 -0.308
O 3.591 -0.062 3.080
F -2.171 -2.780 -1.452
H 1.368 2.767 1.171
O -2.618 -1.609 -3.276
C 3.154 2.406 -0.076
H -0.203 0.212 -1.282
F 3.610 1.695 0.958
O -0.710 -0.669 -2.539
*
```

Properties
- Highest occupied orbital energy: -10.65 eV
- E: -49390.5143 eV
- Energy relative to the best compared isomer or geometry (same formula, charge and spin): 483.9 kJ/mol